DFT (the ωB97M-V functional and the def2-TZVPD basis) results for a 2-piece molecular cluster, C22H20F overall at a distorted geometry.

The net charge is +1. Its total energy is -25846.846 eV. The highest occupied orbital energy comes out at -10.5 eV. For the energy relative to the best compared isomer or geometry (same formula, charge and spin), the calculation gives 148.1 kJ/mol. Its largest force on an atom is 1.498 eV Å⁻¹.

Element x y z (Å)
C (-3.478, -0.424, 3.307)
C (-2.054, -0.594, 2.855)
C (-1.022, 0.212, 3.246)
C (0.371, -0.171, 3.449)
C (1.381, 0.812, 3.597)
C (2.733, 0.454, 3.689)
C (3.108, -0.893, 3.696)
C (2.113, -1.874, 3.660)
C (0.763, -1.522, 3.537)
H (-3.951, -1.421, 3.314)
H (-3.576, 0.041, 4.307)
H (-4.087, 0.184, 2.625)
H (-1.863, -1.461, 2.165)
H (-1.214, 1.282, 3.379)
H (1.077, 1.857, 3.657)
H (3.484, 1.240, 3.777)
H (4.164, -1.174, 3.767)
H (2.382, -2.922, 3.745)
H (-0.022, -2.279, 3.543)
F (-2.028, 2.550, -4.656)
C (-1.768, 2.390, -3.315)
C (-0.761, 3.150, -2.744)
C (-0.614, 3.065, -1.354)
C (-1.473, 2.274, -0.592)
C (-2.515, 1.490, -1.178)
C (-3.414, 0.711, -0.370)
C (-4.724, 0.239, -0.728)
C (-5.583, -0.443, 0.194)
C (-6.799, -0.984, -0.208)
C (-7.235, -0.924, -1.538)
C (-6.439, -0.224, -2.450)
C (-5.293, 0.429, -2.029)
C (-2.563, 1.509, -2.606)
H (-0.117, 3.782, -3.361)
H (0.178, 3.635, -0.856)
H (-1.375, 2.218, 0.502)
H (-3.034, 0.422, 0.628)
H (-5.245, -0.493, 1.235)
H (-7.435, -1.454, 0.548)
H (-8.175, -1.372, -1.840)
H (-6.726, -0.140, -3.490)
H (-4.838, 1.134, -2.716)
H (-3.201, 0.834, -3.167)

Force components x, y, z for each atom (eV/Å):
C -0.4732 0.2816 -0.2595
C 1.1004 -0.0137 -0.4472
C -0.7904 -0.2841 -0.5196
C 1.2085 -0.1461 -0.5352
C -0.1109 -0.5358 -0.1250
C -0.4780 0.1060 0.0517
C -0.2340 0.0742 0.0475
C -0.3334 0.2243 -0.0656
C 0.1522 0.2992 -0.0073
H 0.1258 0.3895 0.2286
H 0.1945 -0.3553 -0.5634
H 0.0203 0.1031 0.1100
H 0.1009 0.3700 1.4069
H -0.3239 -0.3098 1.0125
H 0.1784 -0.1384 -0.1450
H -0.1695 -0.2502 -0.0181
H -0.4588 0.1150 0.0045
H -0.0141 0.1109 -0.0563
H 0.3197 0.0483 -0.0385
F 0.4957 -0.4711 1.3333
C -0.6189 0.0644 -1.1352
C -0.0704 -0.0152 0.5270
C -0.0690 -0.0321 0.2554
C -0.2526 -0.5107 0.6132
C 0.7411 -0.0125 -0.9510
C -0.5650 -0.1545 -0.1595
C -0.3427 0.2342 -0.4056
C 0.5745 -0.0298 0.0749
C -0.0619 -0.0069 0.6727
C 0.8882 0.2615 0.2965
C 0.1335 0.2283 0.1295
C 0.1240 0.0624 -0.1499
C -0.1041 0.2571 0.0754
H -0.2676 -0.2316 0.2094
H -0.3889 -0.2635 -0.2150
H 0.0887 0.1929 -0.5519
H -0.3335 0.4421 -0.3070
H -0.3203 -0.2906 -0.4444
H 0.2705 0.1201 -0.2970
H 0.1209 0.0055 0.0434
H -0.1659 0.1270 0.0876
H -0.2554 -0.2954 0.1553
H 0.3646 0.2294 0.0620